1.
{
  "formula": "C8H10N3",
  "method": "wB97M-V/def2-TZVPD",
  "orbital_gap_ha": 0.25692,
  "de_lowest_kcal_mol": 161.1,
  "lumo_energy_ev": -5.7,
  "charge": 1,
  "species": ["C", "C", "C", "C", "C", "C", "C", "C", "N", "N", "N", "H", "H", "H", "H", "H", "H", "H", "H", "H", "H"],
  "positions_angstrom": [[-1.67, 1.10, -0.61], [-1.49, 0.52, 0.73], [-1.45, -0.84, -0.23], [1.92, 0.64, -0.01], [1.07, -1.91, 0.05], [1.02, 1.10, 1.18], [1.18, -0.53, -0.69], [0.00, -0.80, 0.19], [-2.23, -0.63, 0.89], [-1.84, -0.01, -1.36], [-0.09, 0.17, 1.19], [-1.54, 2.09, -0.89], [1.88, 1.51, -0.65], [2.88, 0.24, 0.23], [0.51, -2.64, -0.63], [1.87, -2.04, 0.76], [1.33, 1.00, 2.20], [0.61, 2.14, 1.11], [0.98, -0.43, -1.76], [-3.29, -0.56, 0.68], [-1.65, -0.10, -2.40]]
}


2.
{
  "formula": "C8H10N3S3",
  "method": "wB97M-V/def2-TZVPD",
  "orbital_gap_ha": [0.26232, 0.26229],
  "de_lowest_kcal_mol": 0.0,
  "lumo_energy_ev": [-4.2, -4.2],
  "charge": 1,
  "species": ["C", "C", "C", "C", "C", "C", "C", "C", "N", "N", "N", "S", "S", "S", "H", "H", "H", "H", "H", "H", "H", "H", "H", "H"],
  "positions_angstrom": [[-1.79, -1.43, -0.35], [-1.25, 1.27, -0.17], [-0.27, 0.31, -0.19], [1.10, 2.17, -0.16], [3.02, -2.08, 0.78], [2.67, -0.80, 0.82], [-2.66, 0.89, -0.25], [2.18, -0.05, -0.43], [-0.57, -1.10, -0.12], [0.97, 0.74, -0.28], [-2.72, -0.48, -0.56], [2.48, 3.15, 0.09], [-0.49, 2.84, -0.16], [-3.75, 1.30, 1.17], [-2.19, -2.43, -0.27], [3.65, -2.54, 1.51], [2.94, -2.52, -0.14], [3.04, -0.24, 1.64], [-3.21, 1.41, -1.12], [2.18, -0.73, -1.23], [2.84, 0.82, -0.60], [0.24, -1.66, 0.16], [-3.71, -0.84, -0.64], [-4.69, 1.99, 0.49]]
}


3.
{
  "formula": "C8H10NO",
  "method": "wB97M-V/def2-TZVPD",
  "orbital_gap_ha": 0.34174,
  "de_lowest_kcal_mol": 146.0,
  "lumo_energy_ev": -4.6,
  "charge": 1,
  "species": ["C", "C", "C", "C", "C", "C", "C", "C", "N", "O", "H", "H", "H", "H", "H", "H", "H", "H", "H", "H"],
  "positions_angstrom": [[-0.64, 0.99, 2.33], [2.88, 2.06, -0.55], [0.19, 0.94, 1.37], [2.13, 1.49, 0.24], [0.55, -0.40, -0.55], [0.90, -1.63, 0.24], [-1.71, 0.82, -1.27], [-0.95, -0.32, -1.06], [1.08, 0.76, 0.51], [1.32, -0.27, -1.68], [-0.53, 0.45, 3.24], [3.44, 2.80, -1.14], [1.06, -2.41, -0.53], [1.90, -1.40, 0.73], [0.17, -2.01, 1.02], [-2.74, 0.69, -1.69], [-1.54, 1.59, 2.39], [-1.30, 1.79, -0.98], [-1.31, -1.22, -1.45], [2.11, -0.86, -1.67]]
}


4.
{
  "formula": "C8H10O3ReS7SbSe2",
  "method": "wB97M-V/def2-TZVPD",
  "orbital_gap_ha": [0.19198, 0.19180],
  "de_lowest_kcal_mol": 30.3,
  "lumo_energy_ev": [4.2, 4.2],
  "charge": -2,
  "species": ["Re", "O", "C", "C", "C", "O", "C", "Se", "C", "Se", "H", "H", "H", "H", "H", "H", "H", "H", "H", "H", "S", "Sb", "S", "S", "O", "C", "S", "C", "C", "S", "S", "S"],
  "positions_angstrom": [[-0.54, 0.65, 0.08], [-0.33, -4.89, 0.03], [0.98, -5.30, 0.26], [2.07, -4.33, -0.26], [3.28, -5.19, -0.70], [4.45, -4.46, -0.99], [1.53, -3.53, -1.44], [0.63, -1.69, -0.90], [2.52, -3.37, 0.84], [1.03, -2.13, 1.31], [-0.46, -4.02, 0.43], [1.07, -6.26, -0.27], [1.15, -5.48, 1.33], [2.99, -5.79, -1.58], [3.56, -5.88, 0.10], [4.20, -3.67, -1.48], [0.76, -4.08, -1.98], [2.32, -3.24, -2.14], [3.36, -2.76, 0.51], [2.82, -3.90, 1.76], [-0.83, 2.33, 4.51], [0.24, 0.58, 3.55], [1.12, 1.51, 1.34], [-1.43, -0.40, 1.93], [-2.86, 2.29, -6.19], [-2.46, 1.98, -5.10], [-0.82, 2.31, -4.54], [-0.97, 1.60, -2.94], [-2.18, 1.06, -2.63], [-2.52, 0.29, -1.13], [-3.43, 1.16, -3.88], [0.36, 1.65, -1.86]]
}


5.
{
  "formula": "C8H10O6",
  "method": "wB97M-V/def2-TZVPD",
  "orbital_gap_ha": 0.36018,
  "de_lowest_kcal_mol": 8.2,
  "lumo_energy_ev": -0.7,
  "charge": 0,
  "species": ["O", "C", "O", "C", "O", "C", "C", "O", "O", "C", "C", "C", "C", "O", "H", "H", "H", "H", "H", "H", "H", "H", "H", "H"],
  "positions_angstrom": [[-0.87, -0.09, -2.92], [-1.24, -0.36, -1.80], [-2.59, -0.45, -1.45], [-2.65, 0.08, -0.16], [-3.59, 0.71, 0.27], [-1.31, -0.23, 0.45], [-0.95, -0.24, 1.89], [-2.09, 0.08, 2.67], [-1.65, 0.14, 4.03], [-0.46, -0.52, -0.53], [0.95, -0.94, -0.40], [1.88, -0.35, -1.46], [1.89, 1.17, -1.51], [2.83, 1.71, -0.59], [-0.20, 0.53, 2.05], [-0.51, -1.19, 2.19], [-1.77, -0.76, 4.35], [0.98, -2.03, -0.49], [1.32, -0.70, 0.59], [1.70, -0.78, -2.44], [2.89, -0.65, -1.19], [0.90, 1.57, -1.29], [2.17, 1.48, -2.50], [2.39, 1.85, 0.24]]
}


6.
{
  "formula": "C8H10S",
  "method": "wB97M-V/def2-TZVPD",
  "orbital_gap_ha": 0.34729,
  "de_lowest_kcal_mol": 79.0,
  "lumo_energy_ev": 0.9,
  "charge": 0,
  "species": ["C", "C", "C", "C", "C", "C", "C", "C", "S", "H", "H", "H", "H", "H", "H", "H", "H", "H", "H"],
  "positions_angstrom": [[-2.61, -1.38, -0.25], [-3.53, -0.38, -0.20], [-1.29, -0.91, 0.08], [-1.32, 0.41, 0.37], [0.15, -1.23, 0.21], [0.46, 0.29, 0.58], [2.93, 0.90, -0.06], [1.39, 1.16, -0.36], [-2.80, 1.18, 0.14], [-2.76, -2.39, -0.42], [-4.51, -0.33, -0.47], [0.59, -1.99, 0.89], [0.50, -1.43, -0.77], [0.70, 0.41, 1.70], [3.08, 1.50, 0.97], [3.45, 1.33, -0.80], [3.21, -0.21, -0.12], [1.07, 0.91, -1.34], [1.28, 2.16, -0.16]]
}


7.
{
  "formula": "C8H10S2",
  "method": "wB97M-V/def2-TZVPD",
  "orbital_gap_ha": [0.27503, 0.25183],
  "de_lowest_kcal_mol": 0.0,
  "spin_multiplicity": 3,
  "lumo_energy_ev": [0.7, -2.2],
  "s_squared": 2.038,
  "charge": 0,
  "species": ["C", "C", "C", "C", "C", "C", "C", "C", "S", "S", "H", "H", "H", "H", "H", "H", "H", "H", "H", "H"],
  "positions_angstrom": [[-2.74, -0.01, -0.72], [-2.24, -0.61, 0.41], [-1.97, 0.90, -1.43], [-0.94, -0.34, 0.75], [-0.61, 1.02, -1.25], [-0.08, 0.31, -0.14], [1.95, -0.17, 1.54], [1.24, 0.41, 0.26], [1.83, -1.93, -1.05], [2.40, 1.53, -0.62], [-3.71, -0.17, -1.04], [-2.88, -1.33, 0.95], [-2.41, 1.35, -2.29], [-0.48, -0.66, 1.68], [0.04, 1.74, -1.81], [2.02, 0.63, 2.26], [1.47, -0.96, 2.01], [3.03, -0.55, 1.38], [0.82, -2.78, -1.38], [3.24, 1.61, 0.49]]
}


8.
{
  "formula": "C8H10Si",
  "method": "wB97M-V/def2-TZVPD",
  "orbital_gap_ha": [0.23275, 0.27045],
  "de_lowest_kcal_mol": 68.5,
  "spin_multiplicity": 3,
  "lumo_energy_ev": [1.1, -2.2],
  "s_squared": 2.007,
  "charge": 0,
  "species": ["C", "C", "C", "C", "C", "C", "C", "C", "Si", "H", "H", "H", "H", "H", "H", "H", "H", "H", "H"],
  "positions_angstrom": [[-1.69, -0.75, -0.62], [-0.83, -1.21, 0.60], [-1.37, 0.72, -0.28], [-0.93, -0.51, -1.90], [-0.55, 0.26, 0.96], [0.65, -1.33, 0.39], [-0.66, 0.77, -1.61], [0.92, -0.06, 0.75], [2.46, 0.98, 0.95], [-2.69, -1.16, -0.67], [-1.32, -1.91, 1.28], [-2.14, 1.46, -0.08], [-0.70, -1.15, -2.72], [-0.84, 0.71, 1.91], [1.26, -2.15, 0.07], [-0.10, 1.55, -2.09], [2.10, 2.17, 1.73], [3.00, 1.39, -0.35], [3.46, 0.21, 1.68]]
}


9.
{
  "formula": "C8H11Br2NO",
  "method": "wB97M-V/def2-TZVPD",
  "orbital_gap_ha": [0.28294, 0.26418],
  "de_lowest_kcal_mol": 0.0,
  "lumo_energy_ev": [0.2, 0.0],
  "charge": 0,
  "species": ["C", "C", "C", "C", "C", "C", "C", "C", "N", "O", "Br", "Br", "H", "H", "H", "H", "H", "H", "H", "H", "H", "H", "H"],
  "positions_angstrom": [[0.86, -1.83, 0.60], [1.53, -0.76, -0.31], [-0.54, 0.53, -0.37], [0.49, -0.18, -1.29], [-0.45, 0.14, 1.06], [-1.98, 0.11, -0.57], [1.14, 0.77, -2.29], [-0.76, 1.07, 2.21], [0.00, -1.10, 1.47], [1.01, -3.09, 0.67], [-2.52, -1.67, -0.61], [-3.34, 1.34, -0.17], [1.91, -0.12, 0.63], [2.32, -1.21, -0.86], [-0.70, 1.66, -0.41], [0.03, -1.03, -1.77], [1.31, 1.85, -2.00], [0.51, 0.69, -3.22], [2.15, 0.52, -2.55], [0.11, 1.23, 2.84], [-1.53, 0.65, 2.75], [-1.04, 2.04, 1.93], [-0.51, -1.59, 2.26]]
}


10.
{
  "formula": "C8H11BrCl2",
  "method": "wB97M-V/def2-TZVPD",
  "orbital_gap_ha": [0.17280, 0.22017],
  "spin_multiplicity": 3,
  "lumo_energy_ev": [0.6, -4.0],
  "s_squared": 2.008,
  "charge": 0,
  "species": ["C", "C", "C", "C", "C", "C", "C", "C", "Cl", "Cl", "Br", "H", "H", "H", "H", "H", "H", "H", "H", "H", "H", "H"],
  "positions_angstrom": [[0.28, 0.96, 1.80], [1.24, -0.19, 1.39], [-0.36, 1.74, 0.55], [0.56, -1.30, 0.52], [-1.04, 0.87, -0.45], [0.52, -1.11, -0.90], [-0.17, 0.09, -1.47], [-0.68, -1.34, -1.71], [-0.46, -2.03, -3.37], [-2.21, -1.83, -0.99], [0.58, 0.88, -2.94], [-0.68, 0.55, 2.17], [0.69, 1.65, 2.51], [2.10, 0.29, 0.87], [1.62, -0.62, 2.22], [-1.16, 2.44, 0.92], [0.43, 2.43, -0.02], [1.16, -2.20, 0.70], [-0.42, -1.42, 1.00], [-1.69, 0.12, -0.12], [-1.67, 1.45, -1.11], [1.37, -1.42, -1.57]]
}


Number 1: molar mass 148.19 g mol⁻¹, largest force on an atom 5.48 eV/Å, E_tot -12913.7312 eV. Number 2: molar mass 244.39 g mol⁻¹, largest force on an atom 4.19 eV/Å, E_tot -45425.7944 eV. Number 3: molar mass 136.17 g mol⁻¹, largest force on an atom 5.27 eV/Å, E_tot -11982.7729 eV. Number 4: molar mass 844.52 g mol⁻¹, largest force on an atom 1.86 eV/Å, E_tot -229811.3769 eV. Number 5: molar mass 202.16 g mol⁻¹, largest force on an atom 2.09 eV/Å, E_tot -20739.4895 eV. Number 6: molar mass 138.24 g mol⁻¹, largest force on an atom 5.08 eV/Å, E_tot -19290.2075 eV. Number 7: molar mass 170.30 g mol⁻¹, largest force on an atom 3.99 eV/Å, E_tot -30125.1691 eV. Number 8: molar mass 134.25 g mol⁻¹, largest force on an atom 9.62 eV/Å, E_tot -16327.1816 eV. Number 9: molar mass 296.99 g mol⁻¹, largest force on an atom 4.58 eV/Å, E_tot -152093.9098 eV. Number 10: molar mass 257.99 g mol⁻¹, largest force on an atom 5.53 eV/Å, E_tot -103554.6034 eV.